1.
{
  "formula": "C12H23F5N3OPtS",
  "method": "ωB97M-V/def2-TZVPD",
  "species": ["Pt", "C", "C", "N", "C", "C", "N", "C", "C", "N", "H", "H", "H", "H", "H", "H", "H", "H", "H", "H", "H", "H", "H", "H", "H", "F", "C", "F", "C", "F", "F", "F", "O", "S", "C", "C", "C", "C", "H", "H", "H", "H", "H", "H", "H", "H"],
  "coordinates": [[0.006, -0.027, -0.161], [-0.758, 1.439, 2.459], [-1.282, 2.242, 1.253], [-1.786, 1.360, 0.194], [-2.996, 0.583, 0.525], [-2.918, -0.841, -0.017], [-1.603, -1.483, 0.191], [-1.311, -2.087, 1.502], [-1.097, -1.031, 2.573], [-0.251, 0.094, 2.096], [0.038, 2.012, 2.933], [-1.540, 1.330, 3.211], [-2.039, 2.953, 1.596], [-0.469, 2.818, 0.809], [-1.905, 1.866, -0.675], [-3.125, 0.589, 1.607], [-3.888, 1.060, 0.114], [-3.715, -1.444, 0.430], [-3.077, -0.827, -1.095], [-1.477, -2.182, -0.532], [-2.106, -2.771, 1.811], [-0.398, -2.670, 1.369], [-2.051, -0.625, 2.904], [-0.649, -1.504, 3.448], [0.700, -0.036, 2.422], [-1.172, 0.632, -2.628], [0.005, 0.023, -2.201], [1.012, 0.729, -2.795], [0.016, -1.353, -2.898], [-1.138, -2.019, -2.627], [1.026, -2.104, -2.442], [0.119, -1.248, -4.219], [2.252, -0.774, 0.625], [2.983, 0.273, -0.233], [4.745, -0.060, 0.033], [5.392, 1.252, 0.463], [4.397, 1.889, 1.429], [3.054, 1.833, 0.704], [5.154, -0.501, -0.873], [4.743, -0.804, 0.833], [5.541, 1.900, -0.404], [6.369, 1.078, 0.910], [4.664, 2.909, 1.699], [4.345, 1.303, 2.349], [2.945, 2.634, -0.029], [2.177, 1.832, 1.354]],
  "atomic_forces_ev_per_a": [[-0.33, 0.22, 0.15], [-0.01, -0.05, 0.12], [0.01, -0.02, -0.06], [-0.12, 0.04, 0.02], [0.04, 0.07, 0.01], [0.00, -0.10, 0.01], [-0.04, -0.18, 0.01], [-0.03, -0.04, -0.09], [0.03, 0.09, 0.08], [0.14, -0.02, -0.14], [0.00, 0.01, -0.01], [-0.01, 0.02, 0.01], [-0.02, 0.00, 0.01], [0.00, 0.01, 0.00], [-0.02, 0.00, 0.00], [0.04, -0.02, 0.00], [-0.01, 0.00, 0.00], [0.00, 0.00, -0.01], [0.01, 0.04, -0.01], [-0.05, -0.05, 0.02], [-0.01, 0.02, 0.01], [0.00, -0.01, 0.01], [-0.01, -0.02, -0.03], [0.02, 0.00, 0.01], [-0.01, 0.01, 0.06], [0.02, 0.00, -0.08], [0.01, -0.21, -0.18], [0.04, 0.10, 0.09], [-0.08, 0.15, -0.13], [0.15, 0.03, 0.00], [-0.05, 0.05, -0.07], [-0.03, -0.12, 0.17], [0.19, 0.50, -0.18], [0.02, -0.50, 0.12], [0.08, -0.05, 0.01], [-0.03, -0.02, -0.05], [-0.07, -0.03, 0.00], [0.01, 0.01, 0.14], [0.03, 0.01, 0.01], [0.05, 0.02, -0.02], [0.01, 0.01, 0.01], [-0.02, -0.02, 0.04], [-0.01, 0.01, -0.02], [0.02, 0.00, 0.00], [0.02, 0.00, -0.01], [0.02, 0.05, -0.01]],
  "gap_ev": [8.046, 8.371],
  "charge": 1,
  "multiplicity": 3,
  "e_tot_ha": -1727.1211
}

2.
{
  "formula": "C12H23N3O2S2",
  "method": "ωB97M-V/def2-TZVPD",
  "species": ["C", "S", "O", "C", "H", "H", "H", "H", "H", "H", "C", "S", "O", "C", "H", "H", "H", "H", "H", "H", "C", "C", "N", "H", "H", "H", "C", "C", "N", "H", "H", "H", "N", "C", "C", "C", "C", "H", "H", "H", "H", "H"],
  "coordinates": [[-0.355, 1.115, 0.021], [1.377, 0.550, 0.383], [1.554, -0.630, -0.504], [2.275, 2.001, -0.271], [-0.388, 2.179, 0.254], [-1.225, 0.647, 0.484], [-0.521, 1.020, -1.052], [1.771, 2.409, -1.147], [3.295, 1.764, -0.571], [2.486, 2.703, 0.535], [-3.921, -0.833, 0.765], [-3.739, 0.130, -0.785], [-3.707, 1.588, -0.309], [-5.415, -0.109, -1.543], [-4.705, -0.360, 1.357], [-2.933, -0.694, 1.203], [-4.280, -1.855, 0.882], [-5.183, -0.841, -2.316], [-5.678, 0.796, -2.091], [-6.162, -0.259, -0.764], [0.762, -0.374, -3.717], [0.787, 1.082, -3.592], [0.723, 2.238, -3.464], [1.638, -0.755, -3.192], [0.723, -0.613, -4.779], [-0.189, -0.626, -3.249], [4.050, 4.687, 3.026], [2.641, 4.773, 2.540], [1.539, 4.862, 2.188], [4.151, 4.628, 4.109], [4.372, 5.728, 2.993], [4.630, 4.105, 2.310], [1.120, -3.053, 0.711], [1.620, -3.524, 1.868], [1.176, -4.868, 1.923], [0.479, -5.207, 0.719], [0.496, -4.009, -0.072], [1.101, -2.081, 0.437], [2.083, -2.834, 2.556], [1.400, -5.535, 2.743], [0.089, -6.177, 0.447], [0.063, -3.771, -1.033]],
  "atomic_forces_ev_per_a": [[0.61, 0.88, -0.46], [-1.31, 1.62, 1.05], [0.32, -1.29, -0.85], [0.29, -0.23, -0.32], [-0.08, 0.03, 0.11], [0.70, -0.38, 0.60], [0.36, 0.03, -0.13], [-0.12, 0.22, 0.25], [-0.12, -0.87, -0.15], [-0.93, 0.16, 0.10], [-0.54, 0.43, 0.45], [-1.28, 1.86, 0.38], [0.30, -2.18, -0.42], [1.26, 0.46, 0.06], [0.35, 0.85, 0.07], [-0.23, -0.14, 0.37], [0.57, -0.43, -1.18], [-0.84, -0.61, 0.36], [0.34, 0.23, 0.24], [0.05, -0.58, -0.33], [-0.22, 0.98, -0.06], [-0.11, 2.18, 0.11], [0.24, -1.96, -0.13], [-0.28, -0.36, -0.12], [0.19, -0.27, 0.14], [0.19, -0.63, 0.09], [-1.11, 1.88, -0.53], [-0.76, -0.25, 0.38], [1.53, -0.25, 0.33], [-0.21, -1.44, -0.13], [0.38, 0.21, -0.80], [0.21, -0.21, 0.76], [-0.15, 0.06, -0.82], [-1.73, 0.43, -1.60], [-0.77, -2.21, -1.27], [1.61, 1.09, 1.78], [0.38, -0.22, 2.26], [0.71, 1.08, -0.68], [0.17, -0.33, 0.12], [-0.11, -0.07, -0.10], [0.00, 0.16, 0.03], [0.12, 0.04, 0.05]],
  "gap_ev": [8.237, 4.021],
  "charge": 1,
  "multiplicity": 2,
  "e_tot_ha": -1581.7410
}

3.
{
  "formula": "C12H23N3Si",
  "method": "ωB97M-V/def2-TZVPD",
  "species": ["C", "N", "C", "Si", "C", "C", "C", "C", "C", "C", "N", "C", "C", "N", "C", "C", "H", "H", "H", "H", "H", "H", "H", "H", "H", "H", "H", "H", "H", "H", "H", "H", "H", "H", "H", "H", "H", "H", "H"],
  "coordinates": [[-2.193, -0.461, -1.568], [-0.840, -0.999, -1.625], [-0.786, -2.437, -1.897], [0.122, -0.480, -0.115], [0.210, 1.392, 0.206], [0.105, 2.263, -0.826], [-0.168, 3.609, -0.575], [-0.274, 4.079, 0.697], [-0.124, 3.193, 1.764], [0.122, 1.849, 1.526], [-0.328, -1.276, 1.472], [-1.635, -0.802, 1.790], [-0.138, -2.747, 1.315], [1.861, -0.840, -0.486], [2.342, -0.060, -1.660], [2.620, -0.576, 0.744], [-2.194, 0.621, -1.579], [-2.792, -0.682, -2.452], [-2.736, -0.828, -0.688], [-1.578, -2.927, -1.332], [-0.917, -2.597, -2.975], [0.193, -2.816, -1.584], [0.089, 1.876, -1.802], [-0.288, 4.304, -1.397], [-0.479, 5.102, 0.951], [-0.162, 3.547, 2.771], [0.211, 1.165, 2.356], [-1.700, -0.684, 2.871], [-1.782, 0.206, 1.386], [-2.416, -1.472, 1.407], [0.901, -2.935, 0.985], [-0.313, -3.293, 2.240], [-0.818, -3.218, 0.616], [2.142, 1.004, -1.491], [3.427, -0.159, -1.691], [1.884, -0.419, -2.593], [2.065, -1.060, 1.577], [3.667, -0.945, 0.684], [2.698, 0.505, 0.978]],
  "atomic_forces_ev_per_a": [[-0.32, -0.21, -0.23], [1.28, 1.29, 2.26], [0.14, 0.73, -0.11], [1.60, -0.83, -0.79], [-1.15, -2.11, 1.07], [-0.77, 1.47, 0.32], [0.33, 0.30, -1.28], [0.00, -0.28, 1.33], [0.47, -0.47, -0.28], [-0.04, 0.73, -0.10], [1.79, -0.15, -3.25], [-0.81, -0.06, 0.75], [0.26, 0.46, 0.62], [-1.40, 0.01, 0.00], [0.01, -0.46, 1.03], [0.21, -0.04, 0.08], [0.24, 0.37, 0.43], [0.13, -0.51, -0.19], [-0.25, 0.12, -0.18], [-0.09, -0.48, -0.13], [-0.06, -0.19, 0.20], [-0.21, -0.10, -0.18], [0.08, -0.19, -1.35], [-0.01, -0.08, -0.10], [-0.07, 0.36, -0.32], [-0.14, 0.23, 0.48], [0.01, -0.13, 0.07], [-0.52, -0.18, 0.22], [-0.23, -0.20, -0.01], [-0.18, 0.18, 0.23], [-0.54, 0.06, 0.16], [0.18, 0.21, 0.40], [-0.25, 0.08, -0.42], [0.05, 0.07, -0.37], [0.07, -0.16, -0.28], [0.15, 0.18, 0.38], [0.75, 0.30, -0.36], [-0.64, -0.05, -0.03], [-0.09, -0.23, -0.06]],
  "gap_ev": 9.138,
  "relative_energy_kcal_mol": 0.0,
  "multiplicity": 1,
  "e_tot_ha": -924.8111
}

4.
{
  "formula": "C12H23N5O3PtSe2",
  "method": "ωB97M-V/def2-TZVPD",
  "species": ["Pt", "O", "C", "C", "C", "O", "C", "Se", "C", "Se", "H", "H", "H", "H", "H", "H", "H", "H", "H", "H", "C", "N", "C", "C", "O", "N", "C", "N", "H", "H", "H", "H", "H", "H", "H", "C", "N", "C", "C", "N", "H", "H", "H", "H", "H", "H"],
  "coordinates": [[-0.164, 0.143, -0.053], [5.335, 1.195, 2.742], [4.487, 0.050, 2.794], [3.103, 0.370, 2.194], [2.533, 1.474, 3.089], [1.250, 1.923, 2.700], [2.365, -0.973, 2.244], [0.451, -1.103, 1.879], [3.349, 0.778, 0.739], [1.883, 1.306, -0.448], [6.190, 0.957, 3.111], [4.356, -0.279, 3.832], [4.930, -0.776, 2.226], [3.248, 2.301, 3.070], [2.504, 1.085, 4.118], [1.133, 2.815, 3.036], [2.450, -1.396, 3.249], [2.875, -1.658, 1.565], [3.849, -0.062, 0.254], [4.037, 1.623, 0.709], [-2.113, -4.743, -1.632], [-2.259, -3.412, -1.098], [-3.528, -2.747, -0.892], [-3.082, -1.341, -0.484], [-3.828, -0.428, -0.231], [-1.706, -1.307, -0.520], [-1.275, -2.514, -0.910], [0.009, -2.795, -1.086], [-2.940, -5.357, -1.280], [-1.194, -5.200, -1.265], [-2.110, -4.755, -2.726], [-4.117, -3.209, -0.098], [-4.125, -2.704, -1.805], [0.660, -2.026, -0.939], [0.308, -3.642, -1.531], [-3.881, 2.902, -2.337], [-2.440, 3.024, -2.553], [-1.898, 4.362, -2.763], [-1.662, 2.109, -2.011], [-0.971, 1.306, -1.563], [-4.402, 3.286, -3.212], [-4.193, 3.464, -1.453], [-4.137, 1.855, -2.192], [-2.354, 4.791, -3.654], [-0.823, 4.297, -2.910], [-2.103, 5.009, -1.906]],
  "atomic_forces_ev_per_a": [[0.28, -0.41, -0.75], [-0.01, 0.00, 0.00], [0.03, -0.03, -0.03], [0.03, -0.03, -0.06], [0.03, 0.01, 0.03], [-0.01, -0.03, 0.02], [-0.02, 0.07, 0.00], [-0.12, -0.06, 0.14], [-0.05, -0.05, 0.03], [0.02, 0.36, 0.20], [0.00, 0.00, 0.00], [0.00, 0.01, 0.01], [0.00, 0.00, 0.01], [0.01, -0.01, 0.02], [-0.02, -0.02, -0.01], [0.01, 0.00, -0.04], [-0.04, 0.02, 0.01], [0.04, 0.00, 0.02], [0.04, 0.02, 0.00], [-0.04, 0.04, 0.01], [0.00, 0.00, 0.01], [-0.01, 0.00, 0.01], [0.02, -0.02, -0.01], [0.01, 0.16, -0.13], [-0.01, 0.02, 0.02], [0.09, -0.02, 0.55], [0.01, -0.11, 0.03], [-0.08, 0.07, -0.32], [-0.01, 0.00, -0.01], [0.00, 0.00, 0.01], [0.01, 0.00, 0.00], [0.00, -0.01, 0.00], [-0.01, 0.02, 0.01], [-0.05, -0.06, 0.14], [-0.02, -0.02, 0.06], [-0.02, 0.00, 0.01], [-0.04, -0.10, -0.09], [0.02, 0.02, 0.02], [0.10, 0.14, 0.04], [-0.18, 0.02, 0.04], [0.00, 0.00, 0.00], [0.00, 0.00, 0.00], [0.00, 0.00, 0.02], [-0.01, 0.00, 0.00], [0.00, 0.00, 0.00], [0.00, 0.00, 0.00]],
  "gap_ev": 6.425,
  "relative_energy_kcal_mol": 0.0,
  "multiplicity": 1,
  "e_tot_ha": -5892.7438
}

5.
{
  "formula": "C12H24As2F13O12Tl",
  "method": "ωB97M-V/def2-TZVPD",
  "species": ["Tl", "As", "F", "F", "F", "F", "F", "F", "As", "F", "F", "F", "F", "F", "F", "F", "C", "O", "C", "O", "O", "C", "H", "H", "H", "H", "H", "H", "C", "O", "C", "O", "O", "C", "H", "H", "H", "H", "H", "H", "C", "O", "C", "O", "O", "C", "H", "H", "H", "H", "H", "H", "C", "O", "C", "O", "O", "C", "H", "H", "H", "H", "H", "H"],
  "coordinates": [[-0.564, -0.819, 0.373], [-0.977, -2.163, 4.875], [-1.534, -2.771, 6.457], [-2.241, -3.254, 4.159], [-0.399, -1.696, 3.216], [0.247, -1.194, 5.713], [0.193, -3.524, 4.679], [-2.149, -0.778, 4.894], [0.775, -2.701, -2.796], [1.331, -4.211, -2.032], [1.532, -1.650, -1.551], [0.210, -1.154, -3.630], [-0.062, -3.651, -4.087], [-0.703, -2.700, -1.752], [2.302, -2.636, -3.776], [-2.990, -0.002, 1.787], [3.512, 0.555, -2.471], [3.419, 1.679, -1.621], [2.467, 1.867, -0.691], [1.611, 1.024, -0.389], [2.794, 2.986, 0.052], [2.357, 3.262, 1.384], [2.626, 0.560, -3.106], [3.436, -0.442, -2.038], [4.459, 0.624, -3.005], [1.287, 3.200, 1.585], [2.814, 4.205, 1.683], [2.866, 2.648, 2.127], [-3.049, 2.144, -2.696], [-1.768, 2.387, -3.298], [-0.707, 1.715, -2.916], [-0.742, 0.894, -1.995], [0.421, 2.144, -3.494], [0.512, 3.386, -4.238], [-3.667, 3.030, -2.841], [-2.976, 1.926, -1.630], [-3.526, 1.267, -3.136], [-0.379, 3.662, -4.801], [1.353, 3.266, -4.922], [0.783, 4.187, -3.551], [2.669, -5.180, 1.524], [1.367, -5.344, 1.980], [0.316, -4.591, 1.670], [0.351, -3.616, 0.954], [-0.838, -5.184, 2.169], [-0.958, -6.143, 3.195], [3.347, -5.916, 1.957], [3.074, -4.184, 1.702], [2.706, -5.389, 0.455], [-2.022, -6.133, 3.430], [-0.453, -5.896, 4.129], [-0.712, -7.132, 2.809], [-0.648, 5.442, -0.353], [-0.376, 4.075, -0.103], [-1.270, 3.224, 0.283], [-1.003, 2.032, 0.527], [-2.564, 3.732, 0.379], [-3.665, 3.001, 0.894], [-1.369, 5.497, -1.169], [0.295, 5.926, -0.609], [-1.095, 5.960, 0.495], [-3.617, 2.601, 1.907], [-3.953, 2.217, 0.194], [-4.457, 3.731, 1.058]],
  "atomic_forces_ev_per_a": [[-0.68, 0.43, 0.16], [-1.46, -1.04, 1.25], [0.65, 0.67, -1.40], [1.38, 1.41, 0.25], [-0.32, 0.37, 0.15], [-0.92, -0.66, -1.22], [-0.83, 1.11, 0.27], [1.65, -1.71, -0.22], [0.57, -0.19, -3.15], [-0.61, 1.74, -0.42], [-0.80, -0.69, 0.04], [0.65, -2.12, 1.28], [0.91, 1.24, 1.91], [0.64, 0.57, 0.00], [-1.84, 0.04, 1.41], [1.84, -0.72, -1.24], [-1.24, -1.04, -0.84], [-0.43, 1.75, 1.58], [0.68, -1.98, 2.25], [0.93, 1.50, -0.54], [-0.29, -0.83, -1.79], [0.45, -0.49, 0.92], [0.28, 0.16, -0.57], [0.26, 0.35, 0.90], [-0.31, 0.32, 0.00], [0.11, 0.13, -0.50], [-0.58, 0.48, -0.74], [-0.09, -0.92, -0.35], [-0.18, -0.57, 0.38], [-0.75, 0.69, -0.63], [0.63, -0.36, 2.07], [-0.01, 0.55, -1.37], [-0.44, -0.50, 0.19], [0.19, -0.01, 0.00], [0.28, -0.07, -0.18], [0.37, 0.18, -0.08], [0.11, 0.11, -0.28], [-0.03, -0.35, 0.20], [-0.16, -0.22, 0.05], [-0.18, -0.05, 0.15], [1.47, 0.60, -1.47], [-1.52, -0.36, 0.98], [-1.19, -3.10, 2.05], [-0.22, 1.06, -0.38], [1.65, 3.14, -2.11], [-0.36, -0.61, 0.47], [-0.55, -0.01, 0.54], [-0.22, 0.04, 0.10], [-0.10, 0.26, -0.17], [0.05, 0.05, -0.08], [0.42, 0.17, -0.32], [0.33, 0.04, 0.13], [-0.81, 0.79, -0.32], [0.79, -0.18, 0.08], [-2.49, -3.05, 1.08], [-0.75, 2.28, -0.13], [2.79, 0.50, -0.14], [-0.94, -0.36, 0.49], [0.18, 0.19, -0.13], [-0.10, -0.30, -0.04], [0.11, -0.29, 0.19], [1.19, -0.35, -0.16], [-0.10, 0.06, 0.22], [-0.04, 0.16, -0.82]],
  "gap_ev": 3.594,
  "relative_energy_kcal_mol": 0.0,
  "multiplicity": 1,
  "e_tot_ha": -7316.6928
}

Question: What is the formula in the first record?
Answer: C12H23F5N3OPtS